Computed, not measured: 2 unconnected molecules or ions with the total composition CBr2O, with ωB97M-V with the def2-TZVPD basis set.

Structure (XYZ):
```
4
Properties=species:S:1:pos:R:3:nbo_charge:R:1
C 0.48 0.12 -0.47 0.50
O 0.86 0.19 0.59 -0.50
Br -4.41 0.66 0.02 0.00
Br -2.75 -0.90 -0.14 0.00
```

Summary:
multiplicity = 1
E_LUMO = -1.5 eV
HOMO-LUMO gap = 8.82 eV

=====

Computed, not measured: a molecular structure, CBrCl2NO2 in a non-equilibrium geometry, with ωB97M-V with the def2-TZVPD basis set.

Structure (XYZ):
```
7
Properties=species:S:1:pos:R:3:nbo_charge:R:1
C -0.89 0.08 0.01 -0.31
N 1.20 -0.05 -0.14 0.54
O 1.55 1.08 -0.26 -0.33
O 1.74 -1.06 0.18 -0.32
Cl -1.00 1.73 -0.04 0.19
Cl -1.06 -0.73 1.57 0.06
Br -1.54 -1.05 -1.33 0.18
```

Summary:
multiplicity = 1
E_LUMO (alpha / beta) = -0.8 / -0.8 eV
HOMO-LUMO gap (alpha / beta) = 8.73 / 8.73 eV

=====

Computed, not measured: 2 unconnected molecules or ions with the total composition CBrClFO2S in a non-equilibrium geometry, with ωB97M-V with the def2-TZVPD basis set.

Structure (XYZ):
```
7
Properties=species:S:1:pos:R:3:nbo_charge:R:1
C 2.48 0.60 -0.20 -0.04
O -3.17 1.14 0.32 -0.83
O -3.95 -1.17 0.35 -0.85
F 3.04 0.29 -1.42 -0.42
S -2.89 -0.24 0.00 1.67
Cl 3.66 -0.02 1.04 -0.23
Br 0.83 -0.60 -0.10 -0.30
```

Summary:
multiplicity = 1
E_LUMO = 1.5 eV
HOMO-LUMO gap = 4.56 eV
charge = -1

=====

Computed, not measured: CBrClS in the gas phase in a non-equilibrium geometry, with ωB97M-V with the def2-TZVPD basis set.

Structure (XYZ):
```
4
Properties=species:S:1:pos:R:3:nbo_charge:R:1
C -1.03 0.37 -0.54 -0.04
S 2.71 0.45 0.37 -0.40
Cl -2.45 -0.31 -0.38 0.20
Br 0.77 -0.51 0.55 0.24
```

Summary:
multiplicity = 1
E_LUMO (alpha / beta) = -2.1 / -2.1 eV
HOMO-LUMO gap (alpha / beta) = 6.14 / 6.14 eV

=====

Computed, not measured: 2 unconnected molecules or ions with the total composition CBrF2I in a non-equilibrium geometry, with ωB97M-V with the def2-TZVPD basis set.

Structure (XYZ):
```
5
Properties=species:S:1:pos:R:3:nbo_charge:R:1
C 1.13 -0.18 -0.22 0.63
F 1.60 -0.37 0.99 -0.33
F 1.99 0.60 -0.82 -0.33
Br -3.07 -1.02 -0.14 -0.14
I -1.65 0.98 0.19 0.17
```

Summary:
multiplicity = 1
E_LUMO = -1.8 eV
HOMO-LUMO gap = 7.64 eV

=====

Computed, not measured: a molecular structure, CBrF4N in a non-equilibrium geometry, with ωB97M-V with the def2-TZVPD basis set.

Structure (XYZ):
```
7
Properties=species:S:1:pos:R:3:nbo_charge:R:1
C 0.59 -0.41 -0.03 1.00
N -0.32 0.17 -0.85 -0.59
F 0.30 -1.82 0.07 -0.36
F 0.98 -0.07 1.24 -0.31
F 1.83 -0.23 -0.59 -0.32
F -1.59 2.17 0.16 -0.50
Br -1.80 0.19 0.00 1.08
```

Summary:
multiplicity = 1
E_LUMO (alpha / beta) = -3.5 / -3.4 eV
HOMO-LUMO gap (alpha / beta) = 8.29 / 8.45 eV

=====

Computed, not measured: a molecular structure, CBrIN4 in a non-equilibrium geometry, with ωB97M-V with the def2-TZVPD basis set.

Structure (XYZ):
```
7
Properties=species:S:1:pos:R:3:nbo_charge:R:1
C -0.18 -0.26 0.50 -0.14
N -0.04 1.10 0.34 -0.18
N 0.46 -0.75 -1.01 -0.08
N 0.46 1.44 -0.71 0.02
N 0.73 0.28 -1.54 -0.04
Br 0.81 -0.94 1.98 0.17
I -2.24 -0.87 0.44 0.26
```

Summary:
multiplicity = 1
E_LUMO = -1.6 eV
HOMO-LUMO gap = 8.69 eV

=====

Computed, not measured: a molecular structure, CCl2FN in a non-equilibrium geometry, with ωB97M-V with the def2-TZVPD basis set.

Structure (XYZ):
```
5
Properties=species:S:1:pos:R:3:nbo_charge:R:1
C 0.13 -0.50 0.00 0.30
N -1.03 -0.22 0.03 -0.04
F -1.59 1.00 -0.08 -0.13
Cl 1.22 -1.72 -0.02 0.23
Cl 1.27 1.44 0.07 -0.36
```

Summary:
multiplicity = 1
E_LUMO = -1.3 eV
HOMO-LUMO gap = 9.48 eV

=====

Computed, not measured: 2 unconnected molecules or ions with the total composition CCl2NO2 in a non-equilibrium geometry, with ωB97M-V with the def2-TZVPD basis set.

Structure (XYZ):
```
6
Properties=species:S:1:pos:R:3:nbo_charge:R:1
C -1.33 0.22 0.10 1.06
N 0.99 -0.40 -0.57 -0.80
O -1.74 0.02 -0.96 -0.55
O -1.21 0.57 1.24 -0.59
Cl 1.51 -1.55 0.59 -0.05
Cl 1.78 1.15 -0.40 -0.08
```

Summary:
multiplicity = 1
E_LUMO = 3.8 eV
HOMO-LUMO gap = 6.55 eV
charge = -1

=====

Computed, not measured: 2 unconnected molecules or ions with the total composition CCl2O2 in a non-equilibrium geometry, with ωB97M-V with the def2-TZVPD basis set.

Structure (XYZ):
```
5
Properties=species:S:1:pos:R:3:nbo_charge:R:1
C 0.09 -0.21 0.92 0.46
O -0.76 0.56 0.33 -0.24
O -0.02 -0.58 -0.30 -0.24
Cl 2.98 -0.38 -1.06 0.01
Cl 2.70 0.81 0.56 0.01
```

Summary:
multiplicity = 1
E_LUMO = -1.4 eV
HOMO-LUMO gap = 9.38 eV

=====

Computed, not measured: CCl2O2S in the gas phase in a non-equilibrium geometry, with ωB97M-V with the def2-TZVPD basis set.

Structure (XYZ):
```
6
Properties=species:S:1:pos:R:3:nbo_charge:R:1
C -1.55 -1.04 0.12 0.27
O -0.28 -0.90 0.26 -0.66
O 0.74 1.38 0.81 -0.82
S 0.69 0.52 -0.34 1.50
Cl 2.68 -0.32 -0.32 -0.25
Cl -2.27 0.36 -0.54 -0.03
```

Summary:
multiplicity = 1
E_LUMO = -1.2 eV
HOMO-LUMO gap = 8.39 eV

=====

Computed, not measured: 2 unconnected molecules or ions with the total composition CCl2O2S in a non-equilibrium geometry, with ωB97M-V with the def2-TZVPD basis set.

Structure (XYZ):
```
6
Properties=species:S:1:pos:R:3:nbo_charge:R:1
C 1.98 0.75 -0.05 0.41
O 0.94 0.04 0.02 -0.51
O -1.74 -1.40 -1.02 -0.84
S -1.58 -0.42 -0.05 1.07
Cl 1.84 2.32 -0.57 0.06
Cl -1.44 -1.28 1.67 -0.19
```

Summary:
multiplicity = 1
E_LUMO (alpha / beta) = -0.6 / -2.1 eV
HOMO-LUMO gap (alpha / beta) = 9.52 / 6.24 eV